117
Properties=species:S:1:pos:R:3:mulliken_spin:R:1 method="wB97M-V/def2-TZVPD" spin_multiplicity=2 homo_ha="-0.1714 / -0.1571" orbital_gap_ev="6.37 / 6.01" charge=-1 s_squared=0.763 e_tot_ev=-145296.9995
Re -0.1362 1.3368 0.0905 0.97
Cl -2.1046 7.9575 0.0871 0.00
C -2.0980 6.2231 0.0618 0.00
C -3.2952 5.5465 0.0376 0.00
C -3.3209 4.1594 0.0345 0.01
I -5.1830 3.1980 0.0553 0.00
C -2.1565 3.3995 0.0261 0.00
O -2.0935 2.0967 0.0340 0.02
C -0.9293 4.1287 0.0004 -0.01
N 0.1767 3.3384 -0.0752 -0.01
C 1.3599 3.9450 -0.0758 -0.04
C 1.5112 5.3221 0.0366 0.01
C 0.4074 6.1389 0.1001 -0.02
C -0.8679 5.5391 0.0554 0.00
H -4.2238 6.0972 0.0274 0.00
H 2.2255 3.3102 -0.1532 0.00
H 2.5092 5.7288 0.0747 0.00
H 0.5011 7.2103 0.1860 0.00
Cl -0.5330 0.4222 -6.2068 0.00
C -0.2930 -0.3210 -4.6599 -0.01
C -1.2704 -0.2072 -3.6869 0.02
C -1.0794 -0.8260 -2.4652 0.03
C 0.0831 -1.5424 -2.1960 0.01
C 0.2838 -2.2567 -0.9073 0.00
C 1.0562 -1.6210 -3.1849 0.00
C 0.8724 -1.0270 -4.4192 0.00
H -2.1661 0.3619 -3.8776 0.00
H -1.8588 -0.7629 -1.7181 -0.04
H 1.3408 -2.4631 -0.7714 0.00
H -0.2301 -3.2132 -0.9429 0.00
H 1.9706 -2.1615 -2.9854 0.00
H 1.6306 -1.1107 -5.1807 0.00
C 4.4545 -1.7058 -0.6458 0.00
C 4.4140 -0.5343 0.3335 0.00
C 3.7383 -0.9920 1.6265 0.01
C 5.8558 -0.1339 0.6546 0.00
Si 3.4062 0.9544 -0.3954 -0.06
O 1.8638 0.7828 -0.1252 0.11
C 4.2588 2.5099 0.3364 0.00
C 4.2116 2.7788 1.7031 0.00
C 4.8783 3.8621 2.2465 0.00
C 5.6056 4.7121 1.4305 0.00
C 5.6569 4.4692 0.0686 0.00
C 4.9958 3.3772 -0.4649 0.00
C 3.5774 1.1799 -2.2879 0.01
C 4.7889 1.1480 -2.9704 0.00
C 4.8630 1.4322 -4.3233 0.00
C 3.7206 1.7816 -5.0243 0.00
C 2.5056 1.8257 -4.3620 0.01
C 2.4407 1.5178 -3.0152 -0.07
H 4.9734 -2.5596 -0.2054 0.00
H 4.9650 -1.4212 -1.5626 0.00
H 3.4466 -2.0167 -0.9033 0.00
H 4.2253 -1.8844 2.0278 0.00
H 2.6859 -1.2185 1.4493 0.00
H 3.7739 -0.2073 2.3790 0.00
H 6.4181 -1.0012 1.0099 0.00
H 5.8864 0.6330 1.4261 0.00
H 6.3606 0.2589 -0.2265 0.00
H 3.6363 2.1345 2.3508 0.00
H 4.8329 4.0504 3.3092 0.00
H 6.1202 5.5654 1.8540 0.00
H 6.2217 5.1287 -0.5796 0.00
H 5.0429 3.2033 -1.5303 0.00
H 5.6959 0.9051 -2.4316 0.00
H 5.8181 1.3992 -4.8311 0.00
H 3.7809 2.0244 -6.0775 0.00
H 1.6104 2.1164 -4.8928 0.00
H 1.4819 1.5295 -2.5066 0.06
F -1.9044 0.5552 2.5780 0.00
C -1.5100 1.5976 3.3805 0.02
F -2.1059 2.6913 2.8762 0.00
F -2.0947 1.3546 4.5662 0.00
C 0.1064 1.7263 3.4554 -0.01
O 0.5113 2.4226 4.3582 0.00
O 0.6648 1.0693 2.5704 0.01
C -2.7233 -3.8735 -2.5115 0.00
Si -2.6820 -4.3193 -0.6385 0.00
C -1.3131 -5.6604 -0.4323 0.00
C -4.3117 -5.2806 -0.3416 0.00
Si -2.6204 -2.4390 0.9185 -0.01
Te -0.3813 -1.1545 0.8331 -0.02
Si -4.6554 -1.1887 0.6158 0.00
C -6.1258 -2.4210 0.4977 0.00
C -4.5651 -0.2598 -1.0546 0.00
C -5.0723 -0.0454 2.0862 0.00
Si -2.3888 -3.3222 3.1486 0.00
C -2.7086 -2.0384 4.5284 0.00
C -0.6208 -4.0023 3.4594 0.00
C -3.5896 -4.7837 3.4862 0.00
H -3.1348 -4.6864 -3.1060 0.00
H -1.7374 -3.6428 -2.9058 0.00
H -3.3483 -3.0022 -2.6820 0.00
H -1.6753 -6.6412 -0.7281 0.00
H -0.9911 -5.7325 0.6009 0.00
H -0.4361 -5.4480 -1.0360 0.00
H -4.2147 -6.3200 -0.6382 0.00
H -5.1282 -4.8574 -0.9129 0.00
H -4.5956 -5.2619 0.7022 0.00
H -6.2005 -2.8552 -0.4918 0.00
H -7.0700 -1.9292 0.7077 0.00
H -6.0135 -3.2340 1.2051 0.00
H -4.4404 -0.9544 -1.8822 0.00
H -3.7213 0.4255 -1.0473 0.00
H -5.4576 0.3287 -1.2503 0.00
H -5.1699 -0.6155 3.0056 0.00
H -6.0005 0.4990 1.9309 0.00
H -4.2896 0.6877 2.2298 0.00
H -1.9838 -1.2347 4.4715 0.00
H -2.6326 -2.4711 5.5225 0.00
H -3.6939 -1.5946 4.4406 0.00
H 0.1058 -3.1998 3.3572 0.00
H -0.3555 -4.7773 2.7466 0.00
H -0.5131 -4.4222 4.4564 0.00
H -4.5838 -4.5670 3.1135 0.00
H -3.6774 -4.9760 4.5503 0.00
H -3.2519 -5.6988 3.0142 0.00

112
Properties=species:S:1:pos:R:3:lowdin_charge:R:1 method="wB97M-V/def2-TZVPD" homo_ha=-0.3679 orbital_gap_ev=7.50 charge=+1 de_lowest_kcal_mol=25.3 e_tot_ev=-173268.8826
Lu 0.4657 -0.2997 0.3544 1.35
C 0.1303 -1.8798 5.3153 -0.09
C -0.4873 -0.5399 4.9139 -0.67
C -0.5534 0.3930 6.1216 -0.07
C -1.9048 -0.8050 4.3901 -0.10
P 0.4114 0.1284 3.3749 1.12
C -0.5057 1.7753 3.1144 -0.27
N -1.5663 1.5740 2.1542 -0.08
B -1.4304 0.8903 0.8884 -0.68
N -2.7819 0.8110 0.4066 -0.06
C -3.2257 -0.0172 -0.6893 -0.28
P -2.3468 -1.6903 -0.5362 1.13
C -2.2177 -2.2534 -2.3494 -0.71
C -1.5983 -3.6511 -2.3228 -0.09
C -1.2081 -1.2922 -2.9967 -0.11
C -3.5040 -2.2492 -3.1711 -0.08
C -3.6271 -2.7187 0.4415 -0.68
C -4.7434 -3.3647 -0.3688 -0.08
C -2.8048 -3.8001 1.1480 -0.12
C -4.2585 -1.8098 1.5006 -0.08
C -3.6329 1.5123 1.2395 -0.19
C -4.9707 1.8425 1.1104 -0.02
C -5.5569 2.6091 2.1038 -0.09
C -4.8240 3.0355 3.2005 -0.09
C -3.4759 2.7394 3.3274 -0.02
C -2.8775 1.9796 2.3384 -0.20
C 2.2095 0.6035 3.7927 -0.70
C 3.0194 -0.6911 3.6385 -0.09
C 2.4409 1.2182 5.1677 -0.07
C 2.6955 1.5794 2.7194 -0.12
H -0.5193 -2.3798 6.0322 0.09
H 1.1017 -1.7549 5.7852 0.07
H 0.2441 -2.5325 4.4498 0.07
H -1.3817 0.0943 6.7595 0.10
H -0.7213 1.4269 5.8365 0.06
H 0.3529 0.3516 6.7161 0.07
H -2.4704 -1.3823 5.1220 0.10
H -1.8635 -1.3765 3.4594 0.06
H -2.4439 0.1217 4.2075 0.07
H 0.2214 2.5058 2.7375 0.08
H -0.9142 2.1565 4.0528 0.08
H -2.9604 0.4346 -1.6540 0.09
H -4.3103 -0.1513 -0.6612 0.09
H -0.6995 -3.6568 -1.7032 0.07
H -1.3271 -3.9613 -3.3298 0.09
H -2.2984 -4.3799 -1.9255 0.07
H -0.2985 -1.1980 -2.3817 0.04
H -1.6345 -0.3033 -3.1532 0.07
H -0.9152 -1.6818 -3.9697 0.09
H -4.1392 -3.0893 -2.9152 0.06
H -3.2516 -2.3432 -4.2260 0.09
H -4.0688 -1.3289 -3.0412 0.08
H -4.3674 -4.1599 -1.0054 0.07
H -5.2754 -2.6405 -0.9794 0.08
H -5.4619 -3.8070 0.3187 0.09
H -2.3300 -4.4652 0.4302 0.07
H -3.4487 -4.3999 1.7887 0.09
H -2.0237 -3.3505 1.7608 0.04
H -5.0303 -1.1670 1.0857 0.08
H -3.5191 -1.1824 1.9933 0.06
H -4.7364 -2.4248 2.2611 0.10
H -5.5439 1.5475 0.2444 0.11
H -6.5921 2.8963 2.0131 0.10
H -5.3079 3.6308 3.9575 0.10
H -2.9156 3.1285 4.1646 0.11
H 2.6766 -1.4636 4.3218 0.07
H 4.0708 -0.4974 3.8509 0.10
H 2.9385 -1.0784 2.6167 0.06
H 2.3117 0.4848 5.9576 0.07
H 1.7720 2.0559 5.3468 0.08
H 3.4631 1.5888 5.2319 0.09
H 2.4482 1.2195 1.7074 0.03
H 3.7770 1.6804 2.7810 0.10
H 2.2707 2.5698 2.8572 0.07
Cl 2.8839 -0.0515 -1.3063 0.72
C 3.0609 -1.6920 -0.7483 -0.71
C 2.0180 -2.1257 0.0671 -0.36
C 2.1649 -3.4458 0.4931 -0.74
Cl 0.8985 -4.0165 1.5190 0.67
C 3.2267 -4.2725 0.1406 -0.70
Cl 3.2958 -5.9054 0.6744 0.70
C 4.2432 -3.7593 -0.6711 -0.70
Cl 5.5751 -4.7417 -1.1219 0.72
C 4.1671 -2.4405 -1.1198 -0.70
Cl 5.4146 -1.7727 -2.1019 0.70
C 0.6804 2.4229 -2.4540 -0.26
P 1.3328 2.5971 -0.7271 0.92
C 0.6041 4.2436 -0.3569 -0.37
C -0.5647 4.3046 0.3940 -0.09
C -1.1442 5.5248 0.6964 -0.06
C -0.5592 6.6982 0.2504 -0.07
C 0.5937 6.6432 -0.5174 -0.07
C 1.1744 5.4244 -0.8212 -0.09
C 3.0819 3.0825 -0.9709 -0.44
C 3.8221 2.7797 -2.1081 -0.14
C 5.1713 3.0860 -2.1610 -0.07
C 5.7953 3.6897 -1.0837 -0.07
C 5.0655 3.9868 0.0576 -0.06
C 3.7204 3.6812 0.1140 -0.12
H 1.0251 3.2374 -3.0892 0.06
H -0.4077 2.4662 -2.3889 0.04
H 0.9638 1.4675 -2.8943 0.01
H -1.0278 3.3903 0.7328 0.07
H -2.0456 5.5573 1.2914 0.11
H -0.9968 7.6524 0.5048 0.11
H 1.0495 7.5550 -0.8720 0.11
H 2.0756 5.3847 -1.4150 0.11
H 3.3513 2.3120 -2.9576 0.09
H 5.7368 2.8432 -3.0472 0.11
H 6.8469 3.9211 -1.1273 0.11
H 5.5471 4.4530 0.9047 0.11
H 3.1453 3.9297 0.9965 0.10